1.
90
Properties=species:S:1:pos:R:3 method="wB97M-V/def2-TZVPD" multiplicity=2 total_charge=+1 e_homo_ev="-12.69 / -12.69" orbital_gap_ev="10.3 / 2.6" e_above_lowest_kj_mol=192.45
O -2.8699 -1.2003 -0.5597
S -3.6293 -1.0730 0.6697
O -3.9102 0.2343 1.3116
O -5.1028 -1.7685 0.4698
C -5.3639 -2.6110 -0.6064
C -6.7248 -3.2511 -0.1691
C -2.9810 -2.1799 1.9973
H -4.5354 -3.3192 -0.6010
H -5.4241 -2.2662 -1.6387
H -7.0793 -3.7524 -1.0698
H -7.4667 -2.4688 -0.0088
H -6.6945 -3.8673 0.7294
H -2.6799 -3.0141 1.3637
H -3.7485 -2.4885 2.7071
H -2.0849 -1.8044 2.4913
O -0.8168 -2.6040 5.2543
S -0.3168 -1.3013 5.7133
O -1.0472 -0.5494 6.7143
O 1.2725 -1.4048 6.3101
C 2.1734 -2.1548 5.5966
C 3.0789 -1.2414 4.8745
C 0.1210 -0.1338 4.3132
H 1.7477 -2.8478 4.8710
H 2.7398 -2.7363 6.3241
H 4.0561 -1.5884 5.2102
H 2.9736 -0.2183 5.2355
H 2.9520 -1.3000 3.7935
H 0.6572 -0.7041 3.5547
H 0.7471 0.6557 4.7290
H -0.7091 0.3542 3.8024
O 2.6112 -3.5614 -5.5704
S 3.5011 -2.4207 -5.5143
O 3.0927 -1.2820 -6.3526
O 3.6879 -1.8523 -3.9075
C 4.1922 -0.5376 -3.7537
C 4.2160 -0.0494 -2.2911
C 5.2633 -2.8935 -6.0546
H 3.5885 0.0422 -4.4519
H 5.2109 -0.5309 -4.1413
H 4.4137 1.0214 -2.2423
H 4.8580 -0.5996 -1.6032
H 3.1587 -0.1568 -2.0486
H 5.3680 -3.3297 -7.0480
H 5.5917 -3.7432 -5.4560
H 5.9160 -2.0261 -5.9565
O 0.2599 4.0130 0.9633
S -0.8000 3.6510 1.8904
O -0.8195 2.3166 2.4314
O -1.0849 4.8083 3.1365
C -0.7686 6.1636 2.7952
C -2.0110 6.9450 3.1296
C -2.4416 3.6971 1.0661
H -0.4992 6.2200 1.7406
H -0.0043 6.6801 3.3759
H -2.0241 7.9186 2.6397
H -1.9157 7.1704 4.1918
H -2.9024 6.3854 2.8463
H -2.4189 3.3587 0.0302
H -2.7890 4.7185 1.2212
H -3.1288 3.0774 1.6421
O -0.0811 1.1169 -0.3374
S 0.5388 -0.0025 0.3281
O -0.2615 -0.8362 1.2452
O 1.3361 -1.0351 -0.7159
C 1.6559 -2.3834 -0.4588
C 3.0179 -3.0143 -0.8797
C 1.9244 0.5613 1.1866
H 0.9057 -3.0492 -0.8856
H 1.7501 -2.6316 0.5983
H 2.8563 -3.0839 -1.9554
H 3.0047 -4.0592 -0.5697
H 3.8319 -2.4283 -0.4530
H 2.3645 1.1627 0.3912
H 2.4819 -0.3003 1.5542
H 1.4702 1.2487 1.9002
O -3.4810 -0.5475 -3.9402
S -2.1667 -0.0718 -4.2416
O -1.8029 0.1786 -5.6335
O -1.8552 1.2410 -3.2508
C -0.7688 2.0975 -3.4993
C -0.9529 3.2952 -2.5507
C -0.9163 -1.1620 -3.5016
H -0.6390 2.5994 -4.4581
H 0.1386 1.5975 -3.1604
H -0.0986 3.9644 -2.6526
H -0.9196 3.1386 -1.4725
H -1.8412 3.9001 -2.7329
H 0.0089 -0.5864 -3.5290
H -0.9240 -2.1595 -3.9411
H -1.2328 -1.3492 -2.4755

2.
36
Properties=species:S:1:pos:R:3 method="wB97M-V/def2-TZVPD" multiplicity=2 total_charge=-1 e_homo_ev="-4.50 / -3.97" orbital_gap_ev="7.2 / 6.7" e_above_lowest_kj_mol=71.15
Ni -0.7993 -0.0047 1.3610
S -2.2051 -3.1404 1.7873
C -1.3686 -1.7965 1.6097
C -3.7072 1.7291 3.8418
N -3.4214 0.9180 2.6817
C -3.1976 1.4102 1.4410
N -3.7285 2.6318 1.1317
O -2.6652 0.7103 0.5671
H -3.8276 1.0606 4.6924
H -4.6371 2.2836 3.6928
H -2.8870 2.4238 4.0531
H -2.8446 0.0882 2.8557
H -3.7876 3.3040 1.8798
H -3.3999 2.9986 0.2517
C 0.3175 -1.6387 -1.6769
Te 0.2656 0.4604 -0.9138
C 2.3660 -0.0780 -0.7868
C 2.6382 -0.9098 -1.9931
C 3.8476 -0.9095 -2.6666
C 4.0142 -1.6950 -3.7977
C 2.9710 -2.4759 -4.2589
C 1.7610 -2.4902 -3.5854
C 1.5803 -1.7118 -2.4517
H -0.5576 -1.9550 -2.2390
H 0.3802 -2.2366 -0.7578
H 2.4588 -0.6592 0.1344
H 2.9916 0.8098 -0.7202
H 4.6669 -0.2898 -2.3281
H 4.9494 -1.6759 -4.3383
H 3.1008 -3.0731 -5.1501
H 0.9500 -3.0986 -3.9592
O 1.6694 2.6824 2.9413
Se 0.7786 1.8334 1.9597
O 0.9809 2.3453 0.4032
O 1.1337 0.2346 1.9709
O -0.7874 1.9146 2.3675

3.
62
Properties=species:S:1:pos:R:3 method="wB97M-V/def2-TZVPD" total_charge=+1 e_homo_ev=-11.96 orbital_gap_ev=9.8 e_above_lowest_kj_mol=666.96
C 1.0024 -0.7020 1.1583
N 0.4347 -0.0201 -0.0646
C -0.1121 1.2641 0.2818
C -0.1618 2.1454 -0.9409
C 1.1191 2.6418 -1.5975
C 1.1065 3.1761 -2.8360
C 0.9815 -2.2510 0.9513
N -0.4702 -2.6330 0.6454
H 2.0321 -0.5336 1.3222
H 0.5360 -0.5176 2.1901
H 1.0158 0.0682 -0.8184
H -0.9015 1.2592 1.0264
H 0.6716 1.8531 0.7796
H -0.9160 1.7460 -1.6929
H -0.8463 3.0386 -0.6117
H 2.1108 2.6444 -1.0701
H 1.9978 3.5204 -3.3118
H 0.1970 3.2028 -3.4812
H 1.3546 -2.8024 1.7846
H 1.7041 -2.5311 0.1973
H -0.4039 -2.7032 -0.4887
H -1.1129 -2.0058 0.8478
H -0.8250 -3.5277 1.1128
H 3.8853 -0.6245 -0.4378
H 5.3689 -1.0199 -0.0614
O 4.4671 -0.9575 0.2440
H -2.0240 -0.0667 -4.6268
H -1.2580 1.0295 -5.4000
O -1.7329 0.8568 -4.6214
H -2.2614 -2.6836 -3.5248
H -2.2860 -1.5616 -2.4231
O -1.8851 -1.8651 -3.2386
H 1.4683 -1.0378 4.3636
H 1.0765 -2.4675 4.8965
O 0.9054 -1.7091 4.5000
H -3.6967 2.8506 -2.0739
H -2.6591 2.2974 -2.8506
O -3.2493 1.9920 -2.1946
H -1.7787 -1.4957 3.2029
H -1.8864 -0.2009 2.9055
O -1.8230 -0.9576 2.4067
H -3.4027 0.8139 -0.8624
H -2.3091 0.6801 0.1980
O -3.3392 0.4337 -0.0667
H 0.2116 -1.4642 -1.7711
H -0.4348 -2.4257 -2.6178
O 0.2249 -2.4194 -1.9880
H -2.5086 2.3002 3.0619
H -2.4977 1.8182 4.6317
O -2.1091 1.8063 3.7707
H 2.0506 1.9485 3.1464
H 1.9224 1.8730 4.5856
O 1.5329 1.4850 3.8290
H 4.1935 0.6061 0.9928
H 4.6619 0.8860 2.5550
O 4.2034 1.2015 1.7298
H 2.3745 -0.8320 -2.0507
H 3.5996 0.0768 -2.2515
O 2.9385 -0.2272 -1.6796
H -3.0888 -1.1994 -0.4966
H -4.1300 -2.1238 -1.0363
O -3.2048 -2.1095 -0.9424

4.
15
Properties=species:S:1:pos:R:3 method="wB97M-V/def2-TZVPD" e_homo_ev=-10.30 orbital_gap_ev=11.2 e_above_lowest_kj_mol=187.19
N 0.8000 2.5464 0.6999
C 0.8656 1.3937 0.6212
C 0.8625 -0.0833 0.3943
N 2.0921 -0.6264 -0.1374
C -0.3271 -0.2363 -0.5175
C -1.5187 0.5301 -0.0677
C -1.5299 -1.0543 -0.2435
H 0.6456 -0.5777 1.3490
H 2.8251 -0.5713 0.5615
H 2.3947 -0.0731 -0.9343
H -0.1238 -0.1184 -1.5794
H -1.5753 0.8586 0.9747
H -1.8025 1.3808 -0.7084
H -1.9714 -1.6232 -1.0687
H -1.5206 -1.6553 0.6751

5.
13
Properties=species:S:1:pos:R:3 method="wB97M-V/def2-TZVPD" e_homo_ev=-9.03 orbital_gap_ev=8.4 e_above_lowest_kj_mol=280.15
C 2.0241 -1.2570 0.4380
C 1.8993 -0.5140 -0.6509
C 1.1241 0.2007 -1.4076
O 0.5835 0.8761 -2.2042
H 1.1680 -1.4109 1.1002
H 2.9635 -1.7323 0.7138
C -1.8552 0.7773 -0.1116
C -0.7731 0.2403 0.7737
O -0.7730 -0.8876 1.2175
H -2.5003 1.4069 0.5125
H -2.4391 -0.0512 -0.5170
H -1.4522 1.3969 -0.9176
H 0.0305 0.9548 1.0532

6.
14
Properties=species:S:1:pos:R:3 method="wB97M-V/def2-TZVPD" e_homo_ev="-7.54 / -7.42" orbital_gap_ev="7.8 / 7.7" e_above_lowest_kj_mol=713.73
C 1.8557 -0.0938 -0.0828
N 1.7596 -1.3095 0.5264
C 0.5712 -0.9344 -0.3400
C -0.5052 -0.1880 0.0653
C -1.9217 0.0780 -0.0819
N -1.1338 0.4925 1.1144
H 1.0455 1.1619 -1.3745
H 1.7421 0.7677 0.6035
H 1.6759 -1.3295 1.5449
H 0.4997 -1.5180 -1.2500
H 0.3173 1.2791 -1.2211
H -2.5828 -0.7647 0.0996
H -2.3258 0.8542 -0.7385
H -0.9976 1.5048 1.1347

What did the second record say?
36
Properties=species:S:1:pos:R:3 method="wB97M-V/def2-TZVPD" multiplicity=2 total_charge=-1 e_homo_ev="-4.50 / -3.97" orbital_gap_ev="7.2 / 6.7" e_above_lowest_kj_mol=71.15
Ni -0.7993 -0.0047 1.3610
S -2.2051 -3.1404 1.7873
C -1.3686 -1.7965 1.6097
C -3.7072 1.7291 3.8418
N -3.4214 0.9180 2.6817
C -3.1976 1.4102 1.4410
N -3.7285 2.6318 1.1317
O -2.6652 0.7103 0.5671
H -3.8276 1.0606 4.6924
H -4.6371 2.2836 3.6928
H -2.8870 2.4238 4.0531
H -2.8446 0.0882 2.8557
H -3.7876 3.3040 1.8798
H -3.3999 2.9986 0.2517
C 0.3175 -1.6387 -1.6769
Te 0.2656 0.4604 -0.9138
C 2.3660 -0.0780 -0.7868
C 2.6382 -0.9098 -1.9931
C 3.8476 -0.9095 -2.6666
C 4.0142 -1.6950 -3.7977
C 2.9710 -2.4759 -4.2589
C 1.7610 -2.4902 -3.5854
C 1.5803 -1.7118 -2.4517
H -0.5576 -1.9550 -2.2390
H 0.3802 -2.2366 -0.7578
H 2.4588 -0.6592 0.1344
H 2.9916 0.8098 -0.7202
H 4.6669 -0.2898 -2.3281
H 4.9494 -1.6759 -4.3383
H 3.1008 -3.0731 -5.1501
H 0.9500 -3.0986 -3.9592
O 1.6694 2.6824 2.9413
Se 0.7786 1.8334 1.9597
O 0.9809 2.3453 0.4032
O 1.1337 0.2346 1.9709
O -0.7874 1.9146 2.3675